(1)
The following is a DFT calculation (wB97M-V/def2-TZVPD) of C4H5DyLiO as an isolated structure.

```
12
Properties=species:S:1:pos:R:3:mulliken_spin:R:1
C -1.833 -1.253 0.472 0.40
C -2.910 -1.447 -0.092 0.58
H -3.801 -1.530 -0.693 0.00
C 0.502 0.037 -1.084 0.03
C 1.316 0.771 -0.098 0.00
O 1.157 0.670 1.141 0.03
Li -0.464 -0.403 1.775 0.02
H 1.082 -0.858 -1.368 0.00
H -0.497 0.356 -0.610 0.00
H 0.487 0.610 -2.024 0.00
H 2.244 1.243 -0.464 0.01
Dy 2.717 1.805 3.046 4.93
```

For the HOMO-LUMO gap (alpha / beta), the calculation gives 5.621 / 6.500 eV. The relative energy (zero: lowest compared OMol25 entry of this formula, charge and spin) is 0.025 eV. The electronic energy is -30542.31887 eV. As for the charge: +2. The value obtained for the LUMO energy (alpha / beta) is -7.90 / -10.82 eV. Its spin multiplicity is 7.

***

(2)
The following is a DFT calculation (wB97M-V/def2-TZVPD) of C4H5ErO5 as an isolated structure.

```
15
Properties=species:S:1:pos:R:3:mulliken_spin:R:1
O -0.246 -0.017 -0.736 0.05
C 0.391 -1.081 -0.227 -0.02
O 1.447 -0.854 0.365 0.00
O -0.292 -2.148 -0.051 0.00
Er 2.176 1.377 0.355 3.05
C -1.747 -2.136 -0.229 0.00
C -2.380 -0.962 0.457 0.37
H -1.928 -2.139 -1.309 0.00
H -2.072 -3.078 0.224 0.04
H -2.313 -0.999 1.548 0.01
H -3.399 -0.745 0.125 0.01
O -0.940 1.367 0.911 0.38
C -1.397 0.691 -0.066 0.01
O -2.003 1.388 -0.998 0.09
H -2.266 0.865 -1.770 0.00
```

For the HOMO-LUMO gap (alpha / beta), the calculation gives 6.019 / 5.538 eV. The relative energy (zero: lowest compared OMol25 entry of this formula, charge and spin) is 0.000 eV. The electronic energy is -42048.96700 eV. As for the charge: +3. The value obtained for the LUMO energy (alpha / beta) is -16.22 / -17.60 eV. Its spin multiplicity is 5.

***

(3)
The following is a DFT calculation (wB97M-V/def2-TZVPD) of C4H5EuO2 as an isolated structure.

```
12
Properties=species:S:1:pos:R:3:mulliken_spin:R:1
H -4.557 1.417 1.222 0.00
O -3.625 1.225 1.108 -0.03
Eu -2.824 -0.689 0.351 7.04
O 2.685 -2.280 -0.358 0.00
C 2.266 -1.184 -0.087 0.00
C 1.336 -0.411 -1.004 0.00
C 0.415 0.479 -0.298 0.00
C -0.244 1.238 0.386 0.00
H 2.522 -0.685 0.874 0.00
H 0.809 -1.113 -1.665 0.00
H 1.987 0.191 -1.663 0.00
H -0.770 1.813 1.133 0.00
```

For the HOMO-LUMO gap (alpha / beta), the calculation gives 8.159 / 8.293 eV. The relative energy (zero: lowest compared OMol25 entry of this formula, charge and spin) is 0.000 eV. The electronic energy is -27643.77265 eV. As for the charge: +1. The value obtained for the LUMO energy (alpha / beta) is -5.21 / -5.08 eV. Its spin multiplicity is 8.